Entry 1:
Entry from the OMol25 dataset: a cluster of 9 separate species, C27H27F9O27 in total in a non-equilibrium geometry (wB97M-V/def2-TZVPD).

Computed properties:
energy: -108176.303 eV
energy relative to the best compared isomer or geometry (same formula, charge and spin): 284.3 kJ/mol
gap between HOMO and LUMO: 10.42 eV
total charge: 0
LUMO: -0.08 eV

CARTESIAN COORDINATES (ANGSTROEM)
O -1.3090 -0.4524 3.5194
C -1.6384 -0.2989 4.6657
O -1.3559 0.7916 5.4561
C -2.2283 0.6652 6.5538
C -2.3997 -0.8012 6.7126
F -3.6436 -0.9876 7.1795
O -2.3247 -1.2125 5.3709
H -1.8229 1.1589 7.4363
H -3.1357 1.1854 6.2430
H -1.7142 -1.3040 7.3959
O -1.8895 -0.0005 -2.8728
C -1.4499 0.0351 -1.7182
O -0.2265 -0.3553 -1.2912
C -0.3228 -0.6282 0.1043
C -1.3241 0.4766 0.4480
F -0.7389 1.6797 0.4485
O -2.2046 0.3914 -0.6676
H -0.6625 -1.6625 0.1804
H 0.6355 -0.5938 0.6199
H -1.9672 0.3860 1.3220
O 2.7015 -1.0268 -3.3947
C 2.0497 -0.3344 -4.1674
O 0.8073 -0.5540 -4.5952
C 0.3687 0.7066 -5.1529
C 1.6879 1.0538 -5.8836
F 1.6763 2.3831 -6.2240
O 2.5467 0.7745 -4.8246
H -0.4545 0.4848 -5.8284
H 0.1207 1.3904 -4.3432
H 1.8460 0.4358 -6.7673
O -2.9414 3.0034 -6.6531
C -3.7566 2.6265 -5.8388
O -4.0908 3.2874 -4.6953
C -5.2609 2.6421 -4.1935
C -5.0230 1.2037 -4.6044
F -6.1864 0.6151 -5.0276
O -4.3078 1.3824 -5.8411
H -5.3624 2.8245 -3.1249
H -6.1006 3.1508 -4.6692
H -4.6240 0.5198 -3.8567
O -0.9988 3.3135 -2.1995
C -1.8347 3.7213 -1.4677
O -3.1643 3.8126 -1.6625
C -3.6823 4.7171 -0.7527
C -2.7552 4.5447 0.4816
F -3.2386 3.5156 1.2287
O -1.5920 4.2916 -0.2638
H -3.4907 5.7467 -1.0633
H -4.7174 4.5040 -0.4941
H -2.6844 5.4310 1.1075
O 1.3255 2.0603 2.7055
C 1.6270 0.9944 3.2173
O 2.0512 -0.0795 2.4989
C 2.3046 -1.1859 3.3764
C 2.4035 -0.3931 4.6766
F 3.7202 -0.0657 4.8470
O 1.5762 0.7244 4.5341
H 1.4364 -1.8253 3.5360
H 3.2688 -1.6778 3.2883
H 2.1208 -1.0730 5.4808
O 3.6026 -6.1954 -0.2320
C 3.3298 -5.0421 -0.4878
O 2.2489 -4.6823 -1.1357
C 2.2369 -3.2389 -1.1505
C 3.3210 -2.8188 -0.2072
F 2.8041 -2.3946 0.9360
O 3.9757 -4.0289 -0.0048
H 2.5599 -3.0237 -2.1696
H 1.2284 -2.8528 -1.0230
H 3.8472 -1.9955 -0.6934
O 1.7071 3.4583 -3.4997
C 2.2167 3.2706 -2.4219
O 3.3212 2.5311 -2.2612
C 3.5125 2.2999 -0.8994
C 2.5064 3.2877 -0.1629
F 3.0112 4.4618 0.2792
O 1.6513 3.5435 -1.2317
H 3.2289 1.2641 -0.7084
H 4.5044 2.4972 -0.4926
H 1.9715 2.7255 0.6009
O 0.1196 -3.8352 1.7088
C 0.7352 -4.7938 2.1325
O 1.8969 -4.6615 2.8450
C 2.4576 -5.9306 3.0865
C 1.3651 -6.9086 2.6064
F 0.6759 -7.3188 3.6902
O 0.5035 -6.0355 1.8272
H 3.3255 -5.9689 2.4254
H 2.7393 -5.9976 4.1354
H 1.7463 -7.7359 2.0128

Force components x, y, z for each atom (eV/Å):
-0.179 0.383 1.320
0.929 0.577 -1.131
0.371 -1.044 -1.345
0.479 1.781 0.767
-0.751 0.767 0.044
-0.879 -0.800 0.273
0.167 -0.989 0.156
0.150 -0.007 -0.148
-0.427 -0.434 0.471
0.202 -0.224 -0.409
1.651 0.225 3.126
-1.236 -0.622 -3.290
0.159 -0.039 -1.414
-0.141 0.196 0.336
-1.184 -1.440 0.741
0.508 0.607 0.006
0.285 0.551 0.152
-0.549 0.195 0.517
0.028 0.546 -0.290
0.406 -0.199 0.104
-1.467 1.639 -1.502
1.630 -0.795 0.473
-0.030 -0.183 1.044
0.138 -0.758 -1.547
-2.908 1.434 0.926
0.711 -0.929 0.147
1.637 -0.897 0.613
-0.097 0.184 0.217
0.012 0.241 -0.251
0.399 0.101 -0.037
-1.923 -0.467 1.362
2.651 0.217 -0.612
0.001 -0.004 -0.753
0.176 0.729 0.668
-1.522 0.185 -1.715
-0.466 -0.095 0.439
0.370 0.090 1.159
0.392 -0.216 0.013
-0.347 -0.704 -0.213
0.837 0.222 -0.308
-0.777 -0.238 0.214
0.104 0.337 -0.060
-0.232 -0.876 -1.521
-0.149 1.005 2.125
-1.390 0.515 -2.628
0.779 -0.551 0.337
1.502 -0.238 2.270
-0.537 0.035 -0.420
0.008 0.045 -0.362
0.504 -0.151 -0.009
0.629 -2.444 1.293
-0.907 2.460 -2.400
-0.007 -0.142 -0.392
-0.532 1.717 1.988
0.101 -2.207 0.366
0.059 0.821 0.370
1.030 -0.582 0.211
0.069 -0.324 -1.020
-0.285 -0.091 -0.882
-0.205 0.765 0.545
0.190 0.942 -0.375
-1.252 -3.881 0.667
-0.807 0.578 0.052
-0.408 -0.533 -2.438
-1.317 -0.080 -1.983
-0.239 0.585 1.865
2.862 2.234 1.157
-0.221 0.569 0.071
0.154 -0.052 0.415
0.936 -0.369 0.500
0.820 0.378 1.645
-1.578 -0.848 -2.166
0.930 0.584 -0.136
-0.278 0.662 2.074
0.151 -2.266 -1.567
0.422 -0.165 0.168
-0.617 1.019 0.116
-0.011 0.036 0.292
0.279 -0.054 -0.678
-0.063 0.695 0.351
0.666 -1.449 0.919
0.620 3.532 -0.873
-1.375 0.708 0.136
0.466 -0.146 -1.049
0.588 1.659 0.155
-0.526 -0.584 0.100
0.142 -2.796 0.387
0.176 -0.457 0.225
-0.187 -0.371 -0.067
-0.472 -0.014 -0.097

=====

Entry 2:
Entry from the OMol25 dataset: a structure of composition C15H13F3O3Tl in a non-equilibrium geometry (wB97M-V/def2-TZVPD).

Computed properties:
energy: -34721.683 eV
gap between HOMO and LUMO: 3.75 eV
total charge: +3
LUMO: -15.64 eV

CARTESIAN COORDINATES (ANGSTROEM)
C -3.8471 -1.8545 1.2982
C -2.6300 -1.8276 0.5008
C -2.7051 -2.2550 -0.9433
C -1.5831 -2.2950 -1.7218
C -0.3765 -1.9538 -1.1559
C -0.2616 -1.5059 0.2655
C 1.0622 -1.2393 0.7810
C 1.9663 -0.3139 0.0158
C 1.8896 0.7144 -0.8345
C 0.7597 1.4883 -1.4155
C -0.0297 2.4039 -0.4314
C 0.8429 3.0383 0.6157
F 0.2128 4.1980 1.1060
F 1.9800 3.4593 0.1416
F 1.0578 2.2933 1.7019
C 3.3204 1.0619 -1.1811
O 3.6720 1.9289 -1.8988
O 4.1606 0.2302 -0.4866
C 3.4109 -0.6292 0.2558
O 3.8355 -1.4942 0.9443
C -1.4044 -1.4614 1.0290
H -4.1226 -2.9215 1.4249
H -3.6998 -1.4550 2.2925
H -4.7008 -1.4043 0.7829
H -3.6766 -2.5405 -1.3289
H -1.6551 -2.6320 -2.7445
H 0.5291 -2.0188 -1.7467
H 1.0366 -0.9640 1.8331
H 1.5945 -2.2198 0.7478
H 1.2004 2.1922 -2.1180
H 0.1143 0.8687 -2.0271
H -0.9217 1.9589 -0.0041
H -0.3674 3.2404 -1.0370
H -1.3461 -1.1829 2.0688
Tl 0.6819 5.0920 3.2695

Force components x, y, z for each atom (eV/Å):
0.348 -0.147 -0.042
-0.107 0.058 0.189
-0.067 0.148 0.539
-0.020 -0.191 -0.521
0.049 0.051 -0.174
-0.199 -0.005 -0.157
-0.256 0.570 0.195
0.039 -0.508 -0.206
-0.490 -0.583 0.321
0.357 0.816 -0.007
0.081 -0.129 -0.589
-1.092 0.662 -0.145
-0.250 -0.914 -1.040
0.897 0.001 -0.195
0.139 -0.366 0.275
0.032 0.746 -0.004
0.010 -0.221 -0.013
0.185 -0.098 0.169
0.466 -0.133 -0.383
-0.160 -0.001 0.019
-0.115 -0.097 0.166
-0.150 -0.088 -0.141
-0.066 0.169 0.132
-0.131 -0.034 -0.092
-0.100 -0.073 -0.086
0.117 -0.002 -0.180
0.183 -0.083 -0.007
0.036 -0.083 0.187
0.262 -0.123 0.085
0.218 -0.137 -0.238
-0.356 -0.101 0.114
0.069 -0.147 0.345
-0.228 0.095 -0.054
0.016 0.100 0.159
0.284 0.850 1.379

=====

Entry 3:
Entry from the OMol25 dataset: a structure of composition C17H47N2O10S2 (wB97M-V/def2-TZVPD).

Computed properties:
energy: -63517.735 eV
gap between HOMO and LUMO: 8.53 eV
total charge: -1
LUMO: 2.44 eV

CARTESIAN COORDINATES (ANGSTROEM)
C 5.4086 -0.4682 0.7509
C 4.9396 -0.3137 -0.6994
C 5.0826 -1.6587 -1.4123
C 3.4885 0.1583 -0.6577
S 2.7915 0.7109 -2.2240
O 3.6525 0.3049 -3.3111
O 2.6243 2.1577 -2.1013
N 1.4252 -0.0795 -2.1470
S 0.3229 -0.0182 -3.2900
O 0.1918 -1.2940 -3.9551
O 0.4110 1.1573 -4.1265
C -1.1345 0.2202 -2.2878
C -1.4788 -0.7749 -1.1651
O -2.9152 -0.9164 -1.0964
C -0.9290 -2.1908 -1.2629
N -1.6237 -3.0106 -2.2571
H 5.3922 0.4791 1.2957
H 6.4167 -0.8852 0.8020
H 4.7440 -1.1499 1.2907
H 5.5686 0.4369 -1.1856
H 4.6276 -2.4456 -0.8029
H 4.5891 -1.6496 -2.3822
H 6.1354 -1.9071 -1.5621
H 3.3874 1.0227 0.0022
H 2.8481 -0.6394 -0.2851
H -0.9260 1.1838 -1.8247
H -1.9854 0.3385 -2.9627
H -1.1512 -0.3446 -0.2162
H -3.2742 -0.0350 -0.9395
H -1.0768 -2.6483 -0.2768
H 0.1477 -2.1245 -1.4354
H -1.8484 -2.4458 -3.0662
H -0.9949 -3.7315 -2.5845
C 1.1859 -4.2389 1.2844
C 2.6083 -3.8812 0.9008
O 3.3824 -3.4400 2.0137
H 0.6922 -3.3841 1.7473
H 0.6113 -4.5375 0.4065
H 1.1723 -5.0677 1.9978
H 2.6131 -3.0490 0.1973
H 3.0980 -4.7311 0.4123
H 3.4171 -4.1477 2.6644
C -5.5453 -2.9983 0.4007
C -5.5290 -1.9728 1.5120
O -4.2750 -1.9346 2.1905
H -5.3329 -3.9945 0.7911
H -6.5087 -3.0216 -0.1114
H -4.7688 -2.7554 -0.3291
H -6.2680 -2.1999 2.2817
H -5.7504 -0.9747 1.1154
H -3.5988 -1.7196 1.5347
C -0.4168 4.7250 0.2458
C -0.1984 3.2373 0.0836
O -1.4353 2.5037 0.0130
H -0.9967 4.9358 1.1469
H 0.5476 5.2284 0.3088
H -0.9627 5.1314 -0.6110
H 0.3373 2.8309 0.9403
H 0.4031 3.0360 -0.8068
H -1.9178 2.8389 -0.7504
C 3.6140 5.1776 -2.4094
C 3.9803 4.8404 -0.9739
O 2.9739 4.0936 -0.3266
H 2.6782 5.7398 -2.4355
H 4.3964 5.7758 -2.8843
H 3.4732 4.2630 -2.9854
H 4.1103 5.7529 -0.3852
H 4.9336 4.2947 -0.9544
H 2.8389 3.2667 -0.8343
C -6.8201 -0.0761 4.7409
C -5.7920 0.9030 4.2031
O -4.4638 0.5327 4.5349
H -6.7388 -0.1483 5.8262
H -7.8346 0.2356 4.4847
H -6.6538 -1.0713 4.3234
H -5.9488 1.8924 4.6332
H -5.8869 0.9923 3.1146
H -4.2808 -0.3226 4.1236

Force components x, y, z for each atom (eV/Å):
-0.089 0.030 0.156
0.066 -0.182 0.300
-0.103 0.070 -0.112
0.193 0.171 0.007
-0.065 -0.264 0.100
0.055 0.040 -0.004
-0.011 -0.104 -0.079
0.069 -0.040 -0.082
-0.146 0.079 0.019
-0.003 -0.067 -0.100
-0.021 -0.094 0.005
0.027 0.208 0.180
-0.249 -0.278 -0.103
-0.084 0.245 0.270
-0.016 -0.039 0.122
-0.195 -0.039 0.161
0.073 0.045 -0.099
0.020 0.045 -0.033
0.047 -0.060 -0.055
-0.130 -0.003 -0.136
0.058 0.001 0.007
0.057 0.029 -0.022
-0.004 -0.027 0.049
-0.017 -0.065 0.038
-0.034 0.009 -0.031
-0.161 0.022 -0.060
0.131 -0.162 -0.142
0.254 -0.004 -0.080
0.032 -0.036 -0.003
0.000 0.002 -0.040
0.021 0.065 -0.015
0.153 -0.009 -0.077
0.044 0.055 -0.102
0.024 0.026 0.068
-0.022 -0.001 0.013
0.013 0.020 0.002
-0.012 0.002 -0.018
0.006 0.006 -0.003
-0.004 -0.014 -0.015
-0.014 -0.023 -0.020
0.007 0.022 -0.028
-0.033 -0.006 -0.026
0.203 -0.071 -0.088
0.095 0.145 0.049
0.017 0.067 0.068
-0.040 0.011 0.041
-0.017 0.046 0.022
-0.054 -0.023 -0.057
-0.028 -0.012 -0.038
-0.116 -0.037 -0.019
0.000 -0.021 -0.016
-0.097 0.017 0.050
-0.026 -0.144 -0.132
-0.008 0.163 0.079
0.023 -0.005 -0.003
0.018 -0.003 -0.023
0.041 0.002 -0.007
-0.025 -0.020 0.004
0.035 -0.020 0.009
0.018 0.039 0.038
-0.016 0.028 -0.051
-0.005 -0.061 -0.062
-0.069 -0.025 0.331
0.015 0.015 0.000
0.001 0.011 0.024
0.006 0.029 0.010
0.045 -0.009 -0.017
0.025 0.039 -0.004
-0.008 0.259 -0.107
0.049 -0.025 0.057
0.109 -0.127 -0.138
-0.068 -0.087 0.125
-0.017 0.002 0.001
-0.001 0.016 -0.013
-0.012 0.008 -0.003
0.028 0.018 -0.007
-0.081 0.049 0.000
0.024 0.053 -0.133

=====

Entry 4:
Entry from the OMol25 dataset: a structure of composition C27H34AsBrClFeN3O9Si2 in a non-equilibrium geometry (wB97M-V/def2-TZVPD).

Computed properties:
energy: -245001.709 eV
energy relative to the best compared isomer or geometry (same formula, charge and spin): 191.8 kJ/mol
gap between HOMO and LUMO (spin up / spin down): 5.18 / 5.18 eV
total charge: -2
LUMO (spin up / spin down): 4.09 / 4.09 eV

CARTESIAN COORDINATES (ANGSTROEM)
Fe -0.1951 -0.0009 0.1215
C 1.7487 -2.3576 2.2826
C 0.6635 -2.6985 1.3390
N -0.1255 -1.8381 0.7496
C -1.0188 -2.5409 -0.0354
C -0.7725 -3.9288 0.1294
N 0.3174 -3.9637 1.0117
C -1.4407 -5.0986 -0.3070
O -2.5184 -4.9206 -1.1205
O -1.0918 -6.2418 0.0311
C -1.9334 -1.7857 -0.8111
O -2.7759 -2.3019 -1.5835
O -1.8553 -0.4884 -0.5925
H 2.0920 -1.3513 2.0554
H 2.5664 -3.0621 2.1614
H 1.3818 -2.3915 3.3094
H 0.7901 -4.8159 1.2493
H -2.6572 -3.9518 -1.3325
Br -2.5351 1.9413 -1.8538
C -0.6987 2.3555 -1.6492
C -0.1825 3.2971 -2.4896
C 1.1781 3.6913 -2.3179
C 1.8859 3.0844 -1.3108
C 1.2911 2.1253 -0.4998
N -0.0642 1.7739 -0.6298
C 2.0081 1.4030 0.5308
O 3.1282 1.7324 0.9333
O 1.3462 0.3885 1.0229
H -0.8042 3.7545 -3.2453
H 1.6162 4.4326 -2.9697
H 2.9213 3.3202 -1.1102
C 2.9965 0.7129 -3.9460
C 4.0832 -0.0083 -3.2085
C 5.1802 0.7226 -2.7564
C 6.1999 0.1112 -2.0561
Cl 7.5627 1.0535 -1.5525
C 6.1643 -1.2413 -1.7737
C 5.0817 -1.9765 -2.2307
C 4.0440 -1.3815 -2.9445
O 3.0802 -2.2328 -3.4288
C 1.7254 -1.9791 -3.0952
C 1.5612 -1.3915 -1.6717
O 2.3067 -1.7659 -0.7834
O 0.6296 -0.5395 -1.5902
H 3.3561 1.6783 -4.2988
H 2.1563 0.8927 -3.2754
H 2.6438 0.1347 -4.7997
H 5.2211 1.7825 -2.9549
H 6.9426 -1.7105 -1.1908
H 5.0031 -3.0287 -2.0064
H 1.2294 -2.9550 -3.1028
H 1.2260 -1.3302 -3.8222
C -2.0585 3.3315 3.9118
Si -2.0636 2.8383 2.0314
C -0.8090 4.0889 1.2926
C -3.8117 3.3838 1.4244
As -1.3437 0.6008 1.9672
Si -3.3765 -0.5721 2.1982
C -4.3484 0.2170 3.6816
C -4.7351 -0.8630 0.8710
C -2.8836 -2.2878 2.9188
H -2.4546 4.3277 4.0869
H -1.0413 3.3003 4.2902
H -2.6474 2.6259 4.4904
H -0.8316 5.0448 1.8056
H -0.9951 4.2734 0.2418
H 0.1973 3.6892 1.3784
H -4.0023 4.4270 1.6572
H -4.5868 2.7898 1.8953
H -3.9117 3.2554 0.3531
H -4.6843 1.2198 3.4453
H -3.7021 0.2850 4.5526
H -5.2176 -0.3729 3.9518
H -5.5287 -0.1204 0.9150
H -5.1795 -1.8471 1.0007
H -4.3174 -0.8377 -0.1295
H -2.2868 -2.1595 3.8230
H -2.2921 -2.8493 2.2057
H -3.7481 -2.8979 3.1591

Force components x, y, z for each atom (eV/Å):
-0.795 0.217 0.277
0.104 0.010 -0.099
0.068 -0.286 0.299
-0.909 -0.867 -1.213
2.319 -2.957 1.835
1.095 3.176 0.756
-1.068 0.122 -0.739
-1.352 -2.670 -0.961
1.195 -0.394 0.852
-0.371 1.710 -0.412
-2.118 3.892 -1.283
0.411 -0.633 0.494
-1.137 -3.803 -1.698
-0.001 0.044 -0.020
0.172 -0.085 0.057
-0.024 -0.006 0.032
0.025 -0.063 0.194
-0.050 0.400 -0.066
-0.083 0.290 -0.269
-0.763 -0.513 1.195
2.001 1.227 -0.380
-1.963 -0.597 -0.227
0.362 -0.221 0.570
-2.668 0.823 -1.598
2.776 0.629 -1.490
0.722 -2.645 2.895
-0.091 0.632 -0.636
2.584 2.271 -0.419
0.002 -0.110 -0.017
0.048 0.053 -0.019
0.082 -0.065 0.029
-0.096 -0.074 0.001
0.082 -0.083 0.017
-0.093 -0.275 0.085
-0.180 -0.109 -0.126
0.366 0.264 0.178
-0.332 -0.127 -0.167
0.044 0.183 0.012
0.278 -0.136 -0.044
0.496 0.106 -0.151
-0.438 0.178 0.458
-0.103 0.230 -0.657
0.654 -0.714 0.369
-0.094 -0.130 -0.532
0.018 0.038 -0.031
-0.189 -0.016 -0.057
-0.038 0.003 -0.018
0.049 0.119 -0.008
0.082 0.016 -0.007
-0.055 -0.088 0.000
0.021 0.089 -0.047
0.159 -0.061 0.075
-0.118 -0.230 -0.714
-0.215 0.357 0.896
-0.243 -0.542 0.048
0.585 -0.295 0.042
-1.359 0.840 1.996
-0.335 0.282 0.977
0.475 -0.245 -0.501
0.601 0.080 0.053
-0.029 0.454 -0.331
-0.135 0.342 -0.025
0.237 -0.074 0.038
-0.104 -0.169 0.097
-0.150 0.199 0.239
-0.052 0.051 -0.334
0.187 -0.023 0.084
0.039 0.314 0.126
-0.163 -0.170 0.150
0.010 -0.043 -0.247
-0.103 0.268 -0.070
0.160 0.001 0.134
-0.293 -0.247 0.017
-0.062 0.191 0.161
-0.119 -0.188 0.133
0.095 0.012 -0.188
0.033 0.111 -0.002
0.208 -0.186 -0.147
-0.346 -0.089 0.080

=====

Which of these has the highest total charge? C15H13F3O3Tl

=====

Look up the total charge of the third one. -1